1.
Entry from OMol25: C17H24N2O2 in the gas phase (ωB97M-V with the def2-TZVPD basis set).

```
45
Properties=species:S:1:pos:R:3:forces:R:3:lowdin_charge:R:1
C 2.724 0.739 -3.528 0.0 -0.2 -0.1 -0.0967
C 1.966 -0.380 -4.232 -0.2 0.3 0.2 -0.2181
C 0.480 -0.392 -3.860 0.1 -0.2 -0.3 -0.3824
C -0.285 -1.456 -4.644 0.0 0.3 0.1 -0.0478
N 0.320 -0.619 -2.437 0.2 -0.2 -0.2 0.0883
C -0.264 0.267 -1.603 0.2 -0.3 0.4 -0.4422
O -0.700 1.339 -1.954 -0.2 0.4 -0.1 0.0922
C -0.319 -0.226 -0.144 -0.1 0.3 0.0 -0.1934
C -1.365 -1.340 0.041 -0.1 -0.1 0.0 -0.1047
C -2.621 -0.577 0.450 0.0 0.0 0.0 -0.0555
C -2.086 0.696 1.091 -0.4 -0.3 0.0 -0.4500
O -2.696 1.468 1.793 -0.2 0.2 0.2 0.0764
N -0.789 0.816 0.731 0.5 -0.1 -0.3 -0.0275
C 0.028 1.936 1.118 0.1 0.2 0.1 -0.1192
C 1.107 1.528 2.136 -0.3 0.0 -0.1 -0.1192
C 0.482 0.720 3.239 0.2 0.0 0.0 -0.2404
C 0.659 -0.655 3.303 0.0 0.0 0.0 -0.0572
C 0.022 -1.406 4.276 0.0 -0.1 0.0 -0.0893
C -0.804 -0.787 5.198 -0.1 -0.1 0.1 -0.0940
C -0.982 0.585 5.146 0.0 0.0 0.1 -0.0749
C -0.343 1.332 4.174 0.1 -0.1 0.0 -0.0389
H 2.673 0.621 -2.448 0.0 0.0 0.1 0.0646
H 2.294 1.704 -3.783 0.0 0.1 0.0 0.0785
H 3.770 0.736 -3.825 0.1 0.1 0.0 0.0694
H 2.051 -0.255 -5.312 0.0 -0.1 -0.1 0.1121
H 2.408 -1.346 -3.972 0.0 -0.1 -0.1 0.1114
H 0.045 0.594 -4.051 0.1 -0.1 0.0 0.1450
H -0.217 -1.259 -5.710 0.0 0.0 -0.2 0.0778
H -1.334 -1.453 -4.359 -0.1 0.0 0.0 0.0788
H 0.128 -2.445 -4.449 0.0 -0.1 0.0 0.0772
H 0.667 -1.493 -2.074 -0.1 0.1 0.1 0.1511
H 0.686 -0.553 0.150 -0.1 0.0 0.0 0.1457
H -1.505 -1.931 -0.863 0.1 0.0 0.0 0.1111
H -1.052 -2.002 0.850 0.0 0.0 0.0 0.1140
H -3.259 -1.123 1.142 0.0 0.1 0.0 0.1221
H -3.218 -0.286 -0.417 0.0 0.0 0.0 0.1287
H 0.482 2.385 0.230 -0.1 0.0 0.1 0.1266
H -0.656 2.657 1.573 0.1 0.0 -0.1 0.1274
H 1.564 2.435 2.535 0.1 0.0 0.0 0.1192
H 1.888 0.945 1.641 0.1 0.0 0.0 0.1063
H 1.306 -1.147 2.589 0.1 0.0 -0.1 0.1057
H 0.169 -2.476 4.312 0.0 -0.1 0.0 0.0995
H -1.306 -1.372 5.953 0.0 0.0 0.1 0.0991
H -1.626 1.073 5.862 -0.1 0.0 0.1 0.1041
H -0.493 2.401 4.134 0.0 0.1 0.0 0.1190
```
Positions in Å, forces in eV/Å.

Properties
HOMO-LUMO gap ... 9.51 eV
Structure (SMILES) ... CC[C@@H](C)NC(=O)[C@@H]1CCC(=O)N1CCc1ccccc1
Energy relative to the best compared isomer or geometry (same formula, charge and spin) ... 23.5 kJ/mol
E ... -25095.42066 eV
Total charge ... 0

2.
Entry from OMol25: C17H24N2O3S in the gas phase in a non-equilibrium geometry (ωB97M-V with the def2-TZVPD basis set).

```
47
Properties=species:S:1:pos:R:3:forces:R:3:lowdin_charge:R:1
O 1.388 2.168 2.165 -0.2 0.1 0.2 0.0735
C 1.646 1.613 1.111 -0.1 0.0 0.0 -0.4342
C 0.608 0.754 0.444 -0.3 -0.1 0.2 -0.1482
C 0.657 -0.630 0.577 -0.1 0.1 0.0 -0.0057
C -0.359 -1.412 0.055 0.1 -0.1 0.0 -0.0512
C -1.416 -0.805 -0.595 -0.5 -0.4 -0.3 -0.2610
S -2.751 -1.822 -1.246 -0.2 -0.2 -0.2 0.6653
O -2.230 -3.138 -1.471 0.2 0.0 0.3 -0.2816
O -3.355 -1.113 -2.334 0.0 0.3 0.2 -0.2807
N -3.911 -1.960 -0.058 0.6 -0.1 -1.0 -0.2337
C -4.573 -0.737 0.339 -0.3 0.6 0.1 -0.1866
C -3.865 -0.261 1.622 -0.1 0.1 0.0 -0.1466
C -3.145 -1.511 2.159 0.0 -0.1 0.1 -0.1468
C -3.503 -2.626 1.159 0.3 -0.4 0.5 -0.1869
C -1.474 0.568 -0.743 0.0 0.2 -0.1 -0.0517
C -0.463 1.351 -0.213 0.1 -0.1 0.1 0.0020
N 2.841 1.710 0.492 0.1 0.1 0.0 -0.0376
C 3.106 1.050 -0.772 -0.1 -0.1 -0.4 -0.1465
C 4.105 1.784 -1.667 0.1 -0.3 0.1 -0.1693
C 5.564 1.456 -1.350 0.0 0.3 0.0 -0.2099
C 6.083 2.112 -0.074 0.0 -0.4 0.0 -0.2136
C 5.246 1.794 1.163 0.1 0.3 -0.2 -0.1698
C 3.881 2.478 1.152 0.1 0.0 0.5 -0.1383
H 1.485 -1.090 1.095 0.1 -0.1 0.0 0.1271
H -0.338 -2.487 0.127 0.1 -0.1 0.0 0.1168
H -5.622 -0.971 0.541 0.1 0.0 -0.1 0.1254
H -4.527 -0.029 -0.486 -0.2 0.1 0.1 0.1082
H -3.149 0.529 1.400 -0.1 0.0 0.0 0.0938
H -4.586 0.129 2.338 0.0 0.1 0.0 0.1060
H -2.068 -1.349 2.188 0.0 0.0 0.1 0.0938
H -3.475 -1.769 3.163 0.1 0.0 0.0 0.1062
H -4.351 -3.214 1.524 0.1 0.0 -0.1 0.1256
H -2.681 -3.302 0.932 -0.1 -0.1 0.2 0.1088
H -2.301 1.002 -1.283 -0.1 0.1 -0.1 0.1174
H -0.499 2.426 -0.306 0.0 0.1 0.0 0.1279
H 3.476 0.031 -0.592 0.0 0.0 -0.1 0.1274
H 2.154 0.961 -1.303 0.2 -0.1 0.1 0.1224
H 3.937 2.860 -1.611 -0.1 0.1 -0.1 0.1186
H 3.904 1.475 -2.695 -0.1 0.1 0.0 0.1131
H 5.671 0.372 -1.271 0.0 -0.1 0.0 0.1119
H 6.186 1.785 -2.185 0.0 -0.1 0.0 0.1084
H 7.108 1.776 0.094 0.0 0.1 0.0 0.1079
H 6.112 3.195 -0.210 0.0 0.1 0.0 0.1122
H 5.119 0.715 1.267 0.0 -0.1 0.1 0.1196
H 5.789 2.146 2.042 0.0 -0.1 0.0 0.1115
H 3.968 3.467 0.686 0.0 0.0 0.1 0.1294
H 3.524 2.626 2.175 0.1 0.1 -0.2 0.1199
```
Positions in Å, forces in eV/Å.

Properties
HOMO-LUMO gap ... 9.87 eV
Structure (SMILES) ... O=C(c1ccc(S(=O)(=O)N2CCCC2)cc1)N1CCCCCC1
Energy relative to the best compared isomer or geometry (same formula, charge and spin) ... 147.3 kJ/mol
E ... -37976.58143 eV
Total charge ... 0

3.
Entry from OMol25: C17H24N2O5 in the gas phase (ωB97M-V with the def2-TZVPD basis set).

```
48
Properties=species:S:1:pos:R:3:forces:R:3:lowdin_charge:R:1
C -6.692 -2.022 -0.151 -0.2 -0.3 0.3 -0.0343
O -5.688 -1.147 -0.652 0.1 0.2 -0.3 -0.0199
C -4.595 -1.014 0.093 0.4 0.0 0.0 -0.4683
O -4.410 -1.582 1.139 -0.1 -0.1 0.1 0.1234
C -3.611 -0.032 -0.522 -0.2 0.1 -0.2 -0.1906
N -2.353 -0.150 0.174 -0.4 0.0 0.2 0.1255
C -1.176 -0.256 -0.470 0.3 -0.1 0.4 -0.4375
O -1.057 -0.167 -1.675 0.0 0.1 -0.4 0.0791
C 0.029 -0.431 0.457 0.3 0.1 0.1 -0.2626
C 0.266 0.851 1.265 0.0 -0.2 0.0 -0.0195
N 1.168 -0.734 -0.372 -0.2 0.1 -0.4 0.1233
C 2.290 -1.302 0.109 -0.1 0.1 -0.3 -0.5653
O 2.477 -1.581 1.269 0.1 -0.1 0.5 0.0866
O 3.171 -1.521 -0.894 -0.2 0.0 -0.2 0.0250
C 4.449 -2.040 -0.514 0.2 -0.1 0.3 -0.1186
C 5.428 -0.921 -0.268 -0.1 -0.1 -0.1 -0.1954
C 6.304 -0.513 -1.264 0.0 -0.1 0.1 -0.0400
C 7.175 0.540 -1.042 0.1 0.1 -0.1 -0.0866
C 7.171 1.198 0.176 0.1 0.1 0.0 -0.0936
C 6.295 0.799 1.172 0.0 0.0 0.1 -0.0794
C 5.428 -0.256 0.952 0.0 0.0 0.0 -0.0303
C -4.190 1.403 -0.458 0.1 0.0 0.0 -0.3579
C -3.289 2.366 -1.224 -0.2 -0.2 0.0 -0.0567
C -4.362 1.861 0.989 -0.1 -0.1 -0.3 -0.0513
H -6.277 -3.016 0.020 -0.1 0.1 0.0 0.0986
H -7.090 -1.640 0.792 0.0 0.0 -0.1 0.0996
H -7.471 -2.055 -0.908 0.0 0.0 0.0 0.0948
H -3.441 -0.294 -1.573 -0.1 0.0 0.2 0.1637
H -2.423 -0.393 1.152 0.1 -0.1 -0.1 0.1466
H -0.141 -1.267 1.148 -0.1 0.1 -0.1 0.1587
H 1.146 0.713 1.888 0.0 0.0 0.1 0.0791
H 0.438 1.688 0.593 0.0 0.1 -0.1 0.0903
H -0.586 1.072 1.903 -0.1 0.1 0.1 0.0709
H 1.058 -0.565 -1.363 0.1 -0.1 0.1 0.1464
H 4.769 -2.666 -1.351 0.0 0.1 0.1 0.1284
H 4.326 -2.648 0.389 0.1 0.0 -0.2 0.1285
H 6.304 -1.022 -2.217 0.0 -0.1 -0.1 0.1114
H 7.856 0.848 -1.821 0.1 0.0 -0.1 0.1007
H 7.850 2.020 0.349 0.1 0.1 0.0 0.0998
H 6.289 1.311 2.123 0.0 0.0 0.1 0.1019
H 4.740 -0.568 1.724 -0.1 0.0 0.1 0.1087
H -5.171 1.368 -0.944 0.1 0.0 0.0 0.1390
H -2.304 2.408 -0.767 0.1 0.0 0.0 0.0758
H -3.171 2.046 -2.255 0.1 0.0 -0.1 0.0841
H -3.717 3.366 -1.215 0.0 0.1 0.0 0.0803
H -4.960 1.152 1.558 -0.1 0.0 0.2 0.0790
H -3.394 1.964 1.472 0.1 0.0 0.1 0.0763
H -4.859 2.828 1.016 0.0 0.1 0.0 0.0827
```
Positions in Å, forces in eV/Å.

Properties
HOMO-LUMO gap ... 9.92 eV
Structure (SMILES) ... COC(=O)[C@H](NC(=O)[C@H](C)NC(=O)OCc1ccccc1)C(C)C
Energy relative to the best compared isomer or geometry (same formula, charge and spin) ... 0.0 kJ/mol
E ... -31238.22639 eV
Total charge ... 0

4.
Entry from OMol25: a molecular structure, C17H24N6O5Zr (ωB97M-V with the def2-TZVPD basis set).

```
53
Properties=species:S:1:pos:R:3:forces:R:3:lowdin_charge:R:1
Zr 0.723 1.163 -0.025 0.0 0.2 -0.2 1.9499
O 3.969 2.937 -1.879 0.0 -0.1 0.0 0.1986
C 2.969 2.767 -1.264 0.0 0.2 0.0 -0.4808
O 2.504 1.574 -0.817 0.0 -0.1 -0.2 -0.2294
C 2.005 3.871 -0.885 -0.1 -0.1 0.0 -0.1396
C 2.049 5.205 -1.239 0.0 0.0 0.1 0.0688
C 1.001 6.016 -0.812 0.0 0.0 0.0 0.0278
C -0.048 5.497 -0.050 0.0 0.1 0.1 0.0621
C 0.010 4.160 0.276 -0.1 -0.2 0.1 -0.1524
N 1.003 3.396 -0.160 0.2 0.1 -0.1 0.0063
C -0.988 3.302 1.031 0.1 0.1 0.0 -0.5023
O -2.129 3.595 1.214 0.0 0.0 0.1 0.1616
O -0.433 2.103 1.339 -0.2 0.0 -0.1 -0.2429
H 2.875 5.582 -1.827 0.0 0.0 0.0 0.1433
H 0.997 7.065 -1.076 0.0 0.0 0.0 0.1324
H -0.874 6.107 0.288 0.0 0.0 0.0 0.1407
C 1.435 -3.816 -1.305 0.0 0.0 0.0 -0.0528
C 2.563 -3.444 -0.352 0.0 0.0 0.0 -0.1702
N 2.091 -2.959 0.959 0.0 0.0 0.0 -0.0458
C 2.277 -3.884 2.094 0.0 -0.1 0.0 -0.1749
C 1.302 -5.050 2.064 0.0 0.0 0.0 -0.0508
C 1.552 -1.767 1.089 0.0 0.0 0.0 -0.3845
C 1.032 -1.311 2.422 0.1 0.0 -0.1 0.0185
N 1.453 -0.894 0.089 0.0 0.0 0.3 -0.0419
H 1.860 -4.158 -2.247 0.0 0.0 0.0 0.0938
H 0.776 -2.974 -1.520 0.0 0.0 0.0 0.0648
H 0.828 -4.621 -0.894 0.0 0.0 0.0 0.0767
H 3.231 -2.696 -0.789 0.0 0.0 0.0 0.1295
H 3.180 -4.316 -0.152 0.0 0.0 0.0 0.1302
H 2.190 -3.333 3.025 0.0 0.0 0.0 0.1098
H 3.304 -4.244 2.037 0.0 0.0 0.0 0.1345
H 0.267 -4.705 2.099 0.0 0.0 0.0 0.0819
H 1.479 -5.689 2.928 0.0 0.0 0.0 0.0926
H 1.432 -5.660 1.170 0.0 0.0 0.0 0.0766
H 0.359 -2.040 2.870 0.0 0.0 0.0 0.1012
H 0.496 -0.366 2.308 -0.1 0.0 0.1 0.0568
H 1.858 -1.143 3.114 0.0 0.0 0.0 0.1133
H 1.936 -1.187 -0.755 0.0 0.0 0.0 0.0668
C -5.229 0.389 -1.320 0.0 0.0 0.0 0.0227
N -3.775 0.426 -1.201 0.0 0.0 -0.1 -0.0559
C -2.888 1.110 -2.131 0.0 0.0 0.0 0.0193
C -1.581 0.877 -1.439 0.0 0.1 -0.2 -0.4442
O -0.439 1.340 -1.781 0.0 -0.1 0.1 -0.1000
N -1.711 0.172 -0.342 0.1 -0.2 0.2 0.1421
C -3.058 -0.043 -0.189 -0.1 0.1 -0.1 -0.3459
N -3.558 -0.659 0.863 0.0 0.0 0.0 0.2653
H -5.499 0.658 -2.337 0.0 0.0 0.0 0.1079
H -5.695 1.095 -0.633 0.0 0.0 0.0 0.1118
H -5.598 -0.618 -1.131 0.0 0.0 0.0 0.1049
H -3.110 2.176 -2.212 0.0 0.0 0.0 0.1659
H -2.901 0.670 -3.131 0.0 0.0 0.0 0.1653
H -2.942 -0.928 1.612 0.0 0.0 0.0 0.1362
H -4.551 -0.749 1.003 0.0 0.0 0.0 0.1341
```
Positions in Å, forces in eV/Å.

Properties
HOMO-LUMO gap ... 9.16 eV
Energy relative to the best compared isomer or geometry (same formula, charge and spin) ... 0.0 kJ/mol
E ... -38469.67323 eV
Total charge ... +2

5.
Entry from OMol25: 2 unconnected molecules or ions with the total composition C17H25BrN2 in a non-equilibrium geometry (ωB97M-V with the def2-TZVPD basis set).

```
45
Properties=species:S:1:pos:R:3:forces:R:3:lowdin_charge:R:1
C -5.718 1.755 1.024 -0.1 -0.9 -0.5 -0.1176
C -5.944 1.574 -0.505 -0.2 0.5 0.8 -0.3089
C -4.661 1.813 -1.344 -0.5 -1.3 1.2 -0.6121
Br -4.260 3.716 -1.256 0.0 -0.2 -0.5 0.7481
C -3.547 0.930 -0.744 -0.1 0.3 -0.3 -0.2982
C -2.215 1.393 -0.550 0.6 1.2 -0.3 -0.0962
N -1.222 0.713 -0.024 -1.8 -0.4 -0.3 0.1581
C -1.640 -0.540 0.323 1.5 -0.7 0.7 -0.2186
C -0.691 -1.408 0.930 0.8 0.6 0.0 -0.0297
C -0.987 -2.674 1.285 -0.3 -1.1 0.2 -0.0778
C -2.300 -3.186 1.068 0.5 0.0 0.2 -0.0735
C -3.223 -2.371 0.518 -0.9 -0.1 -0.4 -0.0312
C -2.922 -1.049 0.118 -0.6 0.1 -0.1 -0.2044
N -3.906 -0.287 -0.437 0.4 0.2 0.0 0.1808
H -6.693 1.849 1.514 0.3 0.3 0.0 0.0733
H -5.283 0.825 1.409 0.1 0.3 0.1 0.0614
H -5.048 2.587 1.259 -0.3 0.0 0.0 0.0521
H -6.335 0.562 -0.651 0.3 0.2 -0.3 0.1027
H -6.744 2.273 -0.780 0.3 -0.1 -0.4 0.0931
H -4.832 1.436 -2.357 0.1 0.7 -0.1 0.1052
H -1.992 2.412 -0.866 0.0 -0.2 0.1 0.0668
H 0.317 -1.043 1.119 -0.2 0.2 -0.2 0.1103
H -0.210 -3.300 1.717 -0.2 0.1 0.0 0.1071
H -2.600 -4.200 1.318 0.3 0.1 0.1 0.1068
H -4.234 -2.736 0.349 0.1 0.2 0.0 0.1169
C 2.464 1.109 -1.266 0.1 0.0 -0.1 -0.1124
C 3.667 0.246 -1.634 -0.1 0.0 0.0 -0.2696
C 3.829 -0.979 -0.735 0.1 0.0 0.0 -0.2302
C 4.076 -0.671 0.743 -0.1 0.1 0.0 -0.2338
C 5.300 0.197 1.029 0.0 -0.1 0.1 -0.2709
C 6.614 -0.448 0.600 0.0 0.2 0.0 -0.1131
H 2.558 1.525 -0.262 -0.1 0.0 0.0 0.0666
H 2.370 1.945 -1.961 -0.1 0.0 0.0 0.0692
H 1.540 0.528 -1.312 0.0 0.0 0.1 0.0600
H 4.575 0.856 -1.619 0.0 0.0 0.0 0.0978
H 3.548 -0.097 -2.666 0.1 0.0 0.0 0.1036
H 4.647 -1.593 -1.122 0.0 0.0 0.0 0.1001
H 2.928 -1.597 -0.814 0.0 0.0 0.0 0.1054
H 4.181 -1.620 1.280 0.0 0.0 0.0 0.1083
H 3.192 -0.184 1.166 0.0 0.0 0.0 0.0950
H 5.341 0.390 2.105 0.0 0.0 0.0 0.1037
H 5.196 1.173 0.548 0.0 0.0 0.0 0.0985
H 6.757 -1.409 1.098 0.0 0.0 0.0 0.0741
H 7.456 0.195 0.863 0.0 -0.1 0.0 0.0683
H 6.650 -0.611 -0.479 0.0 0.0 0.0 0.0648
```
Positions in Å, forces in eV/Å.

Properties
HOMO-LUMO gap ... 9.03 eV
Structure (SMILES) ... CC[C@@H](Br)c1cnc2ccccc2n1.CCCCCC
Energy relative to the best compared isomer or geometry (same formula, charge and spin) ... 0.0 kJ/mol
E ... -91057.55301 eV
Total charge ... 0